The following is a quantum chemistry calculation of a 2-piece molecular cluster, C6H14NO overall, from the Open Molecules 2025 dataset.

Last columns: bonded neighbours and bond lengths (Å).
Cartesian coordinates (Å):
1 C 2.32433 -2.21268 2.09479  C2 1.500, H5 1.088, H6 1.090, H7 1.091
2 C 1.67170 -1.85278 0.79309  C1 1.500, C3 1.358, H8 1.083
3 C 1.58224 -0.57441 0.34309  C2 1.358, N4 1.445, H9 1.076
4 N 1.05654 -0.35846 -0.98538  C3 1.445, H10 1.103, H11 1.026, H12 1.027
5 H 2.57875 -1.30960 2.64624  C1 1.088
6 H 1.66721 -2.82889 2.70780  C1 1.090
7 H 3.23396 -2.79510 1.94235  C1 1.091
8 H 1.27253 -2.64840 0.17534  C2 1.083
9 H 1.97118 0.29406 0.84579  C3 1.076
10 H 1.54847 -0.99013 -1.74470  N4 1.103
11 H 0.04533 -0.51981 -1.04117  N4 1.026
12 H 1.18770 0.60849 -1.30694  N4 1.027
13 C -1.96235 1.72896 -2.11963  C14 1.322, H17 1.078, H18 1.081
14 C -1.97110 1.25151 -0.88721  C13 1.322, O15 1.388, C16 1.493
15 O -1.67758 -0.09060 -0.68801  C14 1.388, H19 0.962
16 C -2.09071 2.05348 0.36589  C14 1.493, H20 1.088, H21 1.089, H22 1.090
17 H -2.08730 2.77973 -2.32749  C13 1.078
18 H -1.92152 1.05671 -2.96577  C13 1.081
19 H -2.13236 -0.38405 0.10781  O15 0.962
20 H -2.10797 3.10897 0.10191  C16 1.088
21 H -2.97462 1.80841 0.95348  C16 1.089
22 H -1.21445 1.87459 0.98876  C16 1.090

Computed properties:
- largest force on an atom (Eh/bohr) = 0.01467
- spin multiplicity = 2
- DFT total energy (eV) = -9982.212
- net charge = 0
- frontier orbital gap (spin up / spin down) (eV) = 3.922 / 9.246
- ⟨S²⟩ = 0.7538
- LUMO energy (spin up / spin down) (eV) = 0.616 / 0.479
- energy relative to the best compared isomer or geometry (same formula, charge and spin) (kcal/mol) = 56.70